No. 1
Computed, not measured: C38H47CuN5O as an isolated structure in a non-equilibrium geometry, with ωB97M-V/def2-TZVPD.

Expectation value of S² = 0.77
Multiplicity = 2
Total charge = -2
HOMO (alpha / beta) = 1.47 / 0.10 eV
E_LUMO (alpha / beta) = 4.06 / 4.06 eV
HOMO-LUMO gap (alpha / beta) = 2.60 / 3.96 eV
Energy = -3465.59647 Eh

Each line ends with the Löwdin spin population.
CARTESIAN COORDINATES (ANGSTROEM)
Cu1 0.43040 0.16600 -0.57695  -0.0005
O1 -3.76864 2.17198 4.02777  0.1265
N1 -1.34062 0.40218 0.44104  0.0362
N2 -0.29605 -2.82745 1.88383  0.0008
N3 0.32258 -1.26397 -3.29728  0.0001
N4 0.43810 -2.46866 -1.50731  0.0001
N5 -1.85185 1.12650 4.70784  0.0342
C1 -1.75330 -5.14770 1.22536  0.0002
C2 3.33736 -1.25255 1.62214  0.0000
C3 -0.61906 2.43505 6.41489  0.0026
C4 2.73545 -0.10696 0.88469  -0.0002
C5 1.40617 0.81274 2.88163  0.0008
C6 -0.84909 -4.61490 0.31917  0.0000
C7 -2.10515 0.17545 -3.99482  0.0023
C8 -2.71607 0.94659 2.32411  0.1411
C9 0.62946 3.23057 -6.87624  0.0000
C10 -0.14801 -3.42128 0.67035  0.0004
C11 -1.89795 -4.52817 2.46973  0.0001
C12 0.54725 2.03719 -5.96452  0.0001
C13 0.34256 -2.61192 -3.69997  0.0001
C14 0.68081 3.01481 0.64857  0.0022
C15 -2.17131 1.05714 -0.37328  0.1960
C16 2.02464 2.13443 -2.06088  0.0002
C17 1.41220 1.73619 0.44350  0.0000
C18 3.93355 -0.38967 -1.39233  0.0001
C19 1.63595 1.17919 -5.79695  0.0003
C20 1.81276 0.80759 1.45425  0.0002
C21 -2.83304 1.41878 3.75462  0.1445
C22 -1.11315 -3.40239 2.76028  0.0005
C23 0.30989 -1.16348 -1.94635  0.0002
C24 2.10991 1.37049 -0.78462  -0.0001
C25 -3.64779 1.54229 1.45011  0.1449
C26 -2.71707 -1.17675 5.31634  0.0072
C27 0.74571 -2.75561 -0.19504  0.0000
C28 0.38329 -0.16468 -4.23002  0.0003
C29 -1.61906 0.26984 1.75617  0.0700
C30 2.75476 -0.84689 -4.84657  0.0000
C31 1.57131 0.06589 -4.94597  0.0000
C32 -0.76042 0.60769 -4.48421  0.0001
C33 -1.96744 1.93074 5.95619  0.0027
C34 -3.37014 1.60281 0.09513  0.0306
C35 0.36876 -3.36050 -2.59580  0.0000
C36 -0.64302 1.74283 -5.29674  0.0004
C37 -1.52200 -0.28182 5.00852  0.0092
C38 2.96885 0.26013 -0.46634  0.0001
H1 0.16887 3.32134 -0.27173  0.0017
H2 0.59291 1.52343 3.07380  0.0003
H3 0.98000 2.17797 -2.40869  0.0002
H4 3.99694 -0.89248 2.42755  0.0000
H5 0.37119 -2.87924 -4.74008  0.0000
H6 0.02450 1.60818 6.73021  0.0003
H7 2.59740 1.64249 -2.85590  0.0000
H8 -0.63448 -5.06019 -0.64858  0.0000
H9 -1.14118 -2.95201 3.75769  0.0000
H10 -1.86245 1.15689 -1.41720  0.0159
H11 2.25324 1.08196 3.53610  0.0001
H12 -0.06581 2.93281 1.44916  0.0000
H13 -2.64263 2.77307 5.77445  -0.0001
H14 2.56102 1.37587 -6.34440  0.0000
H15 1.38017 3.82188 0.92772  0.0001
H16 -4.52978 2.02655 1.86329  0.0153
H17 2.69824 -1.66506 -5.58155  0.0000
H18 -3.38939 -1.26037 4.45297  0.0036
H19 -1.51920 2.38064 -5.44229  0.0000
H20 -2.82088 0.98789 -4.16573  0.0001
H21 -2.41058 1.27378 6.71928  0.0026
H22 -0.12917 2.99368 5.61014  0.0001
H23 -0.85147 -0.24789 5.87978  0.0008
H24 -0.98665 -0.43097 2.30705  0.0026
H25 1.55312 -2.15838 0.23592  0.0000
H26 -2.58766 -4.87896 3.22944  0.0000
H27 -2.32576 -6.04103 0.98119  0.0000
H28 -3.27394 -0.80056 6.18262  0.0007
H29 -0.95099 -0.68905 4.16541  0.0008
H30 -4.03261 2.08308 -0.61991  -0.0036
H31 -2.11263 -0.07627 -2.92940  0.0024
H32 4.10441 0.22948 -2.28308  0.0000
H33 -2.46964 -0.70077 -4.55343  0.0000
H34 -2.34459 -2.17412 5.56623  0.0004
H35 3.67065 -0.28126 -5.07039  0.0000
H36 2.87300 -1.29392 -3.85244  0.0000
H37 0.42607 -4.42369 -2.44847  0.0000
H38 -0.21590 3.25610 -7.57773  0.0000
H39 1.55794 3.20855 -7.45664  0.0000
H40 0.60670 4.17118 -6.30850  0.0000
H41 -0.75988 3.11482 7.25971  0.0008
H42 3.93943 -1.88228 0.95528  0.0000
H43 2.38082 3.17421 -1.96238  0.0000
H44 3.58465 -1.37985 -1.73259  0.0000
H45 1.06253 -0.18068 3.20941  0.0000
H46 4.91093 -0.54036 -0.90474  0.0000
H47 2.57110 -1.88619 2.09745  0.0000

No. 2
Computed, not measured: C13H30I2N6OSV as an isolated structure, with ωB97M-V/def2-TZVPD.

Expectation value of S² = 2.01
Multiplicity = 3
Total charge = +3
HOMO (alpha / beta) = -16.56 / -16.56 eV
E_LUMO (alpha / beta) = -9.14 / -9.15 eV
HOMO-LUMO gap (alpha / beta) = 7.41 / 7.40 eV
Energy = -2853.89586 Eh

Each line ends with the Löwdin spin population.
CARTESIAN COORDINATES (ANGSTROEM)
I1 -3.70875 1.51351 -2.33996  0.0002
I2 -5.80909 2.00835 -3.87399  0.0001
V1 0.01890 0.16817 -0.09326  1.9764
S1 -0.64171 -2.55294 2.32723  0.0041
O1 -0.46379 -1.38450 1.33114  0.0211
N1 -1.87666 0.88564 0.72799  -0.0078
N2 -1.24364 -1.12231 -1.55367  -0.0029
N3 1.99718 -0.72238 0.38526  -0.0084
N4 0.77680 -0.26582 -2.04165  -0.0088
N5 0.76234 1.46952 1.51746  -0.0112
N6 -0.03715 2.15025 -1.02412  -0.0058
C1 -0.07978 -1.74412 -3.71755  -0.0012
C2 1.05348 -1.50839 -4.48393  0.0081
C3 -2.36943 -2.61308 2.71480  0.0007
C4 2.81225 0.18491 1.24140  0.0019
C5 2.03488 -0.63484 -4.02019  0.0002
C6 -0.16212 -1.08041 -2.51235  0.0090
C7 -0.38456 1.68386 2.45971  0.0000
C8 -1.64390 1.99983 1.69343  0.0011
C9 -0.48181 -4.05200 1.36102  0.0014
C10 1.10029 2.96872 -0.50895  0.0053
C11 1.24790 2.80360 0.99870  0.0031
C12 1.87204 0.78571 2.25068  0.0024
C13 1.86998 -0.03132 -2.79219  0.0030
H1 2.37500 1.48561 2.92007  -0.0003
H2 -1.58162 -2.06588 -1.38718  0.0003
H3 2.92160 -0.43020 -4.60395  -0.0002
H4 2.56155 -1.07185 -0.38385  0.0012
H5 -2.04051 -0.60141 -1.93400  0.0007
H6 3.25365 0.94802 0.59824  0.0003
H7 -0.14078 2.47431 3.17229  -0.0006
H8 -2.60725 -1.76946 3.36075  0.0000
H9 1.99752 2.64087 -1.03395  0.0005
H10 0.72402 3.59418 1.53477  0.0001
H11 -1.55759 2.93508 1.13912  0.0001
H12 -0.90564 2.65548 -0.85867  0.0010
H13 1.73799 -1.53266 0.93923  0.0015
H14 3.63131 -0.34767 1.72413  -0.0005
H15 -2.49245 2.11625 2.36716  -0.0005
H16 1.42873 -0.00011 2.86329  0.0000
H17 -2.62882 1.12483 0.07950  0.0008
H18 0.03287 2.11046 -2.03868  0.0018
H19 0.95110 4.01774 -0.76340  0.0001
H20 -1.43615 -4.35972 0.93673  0.0000
H21 -2.22353 0.07996 1.24400  0.0013
H22 -2.96497 -2.62157 1.80178  0.0000
H23 1.16818 -1.99828 -5.44238  0.0004
H24 0.24221 -3.83632 0.57672  0.0000
H25 2.29941 2.90862 1.25980  -0.0001
H26 2.61588 0.63900 -2.38232  0.0001
H27 -2.53243 -3.53649 3.27644  -0.0001
H28 -0.51563 0.76121 3.02509  0.0000
H29 -0.08372 -4.83019 2.01171  0.0001
H30 -0.87359 -2.39978 -4.04942  -0.0004

No. 3
Computed, not measured: C16H33N4Se2TcTe as an isolated structure, with ωB97M-V/def2-TZVPD.

Expectation value of S² = 3.77
Multiplicity = 4
Total charge = +3
Energy above the lowest of the compared OMol25 structures with the same formula, charge and spin = 0.0 kcal/mol
HOMO (alpha / beta) = -16.18 / -17.19 eV
E_LUMO (alpha / beta) = -8.88 / -10.70 eV
HOMO-LUMO gap (alpha / beta) = 7.30 / 6.49 eV
Energy = -5999.21827 Eh

Each line ends with the Löwdin spin population.
CARTESIAN COORDINATES (ANGSTROEM)
Te1 -1.42995 -0.19053 1.26467  0.4210
Tc1 1.16331 -0.25956 0.30799  1.9131
Se1 -2.73161 -2.74698 0.03028  0.3792
Se2 1.19613 -2.80598 0.49083  0.0364
N1 1.55950 1.86450 0.33572  -0.0070
N2 0.39338 0.27284 -1.63774  0.0222
N3 3.25120 -0.23167 -0.42421  0.0092
N4 1.77101 -0.02815 2.39345  0.0294
C1 -2.55387 0.96746 -0.10071  0.0206
C2 2.18540 1.39216 2.67215  0.0030
C3 3.51316 1.09189 -1.05857  0.0002
C4 0.52493 2.49535 -0.53552  0.0074
C5 -4.23861 -2.83508 1.25187  0.0199
C6 -4.03942 2.59450 -1.79417  0.0018
C7 -3.01136 2.20351 0.35020  0.0133
C8 -2.86129 0.53317 -1.38972  0.0020
C9 2.50232 -3.63613 -0.69028  0.0027
C10 -3.75252 3.01351 -0.50156  0.0006
C11 -1.50682 -3.92615 0.97844  0.0190
C12 1.42856 2.33053 1.75127  0.0153
C13 2.94658 2.17764 -0.16578  -0.0001
C14 -3.59994 1.35308 -2.23534  0.0016
C15 -0.22254 -4.14812 0.20590  0.0118
C16 0.43455 1.76694 -1.86272  0.0042
H1 -0.46805 2.07790 -2.38801  -0.0004
H2 -3.84811 1.01184 -3.23193  0.0001
H3 -0.59006 -0.00212 -1.66295  0.0058
H4 0.82867 -0.19655 -2.43020  0.0065
H5 3.47742 -0.96945 -1.08887  0.0028
H6 -3.91019 -2.58984 2.25810  0.0020
H7 -4.62328 3.22549 -2.45060  0.0001
H8 2.50236 -0.66438 2.71031  0.0056
H9 0.27176 -5.04915 0.56810  -0.0011
H10 1.80122 3.35280 1.85442  0.0001
H11 2.93799 3.13792 -0.68424  -0.0004
H12 -0.38131 -4.24236 -0.86761  0.0026
H13 -2.58433 -0.45736 -1.73839  -0.0003
H14 0.97142 -0.25172 2.98537  0.0087
H15 3.26247 1.45558 2.52713  0.0002
H16 -4.64804 -3.84119 1.20270  0.0075
H17 -4.11863 3.96720 -0.14510  -0.0001
H18 1.99208 1.64600 3.71367  -0.0005
H19 -4.97371 -2.11611 0.89889  -0.0002
H20 2.45716 -4.70715 -0.50573  -0.0007
H21 3.91282 -0.37021 0.33974  0.0043
H22 1.27810 1.99600 -2.50878  0.0003
H23 -1.33842 -3.55336 1.98865  0.0033
H24 0.36761 2.33192 2.00387  0.0128
H25 2.28091 -3.42496 -1.73253  0.0006
H26 -2.02342 -4.88411 1.05603  0.0048
H27 -0.42639 2.43858 -0.01324  0.0041
H28 4.58072 1.25554 -1.20951  -0.0003
H29 3.05211 1.07858 -2.04270  0.0001
H30 0.75825 3.55081 -0.69804  -0.0001
H31 3.59966 2.29946 0.69649  0.0000
H32 -2.81402 2.53524 1.36323  0.0047
H33 3.49312 -3.28960 -0.40474  0.0001